A 18-piece molecular cluster, C29H65N13O40S2 overall in a non-equilibrium geometry. Source: OMol25; level of theory: ωB97M-V/def2-TZVPD.

Positions of all 149 atoms, in Å:
C1 -7.601 26.011 15.773
N1 -8.283 25.281 16.841
O1 -9.371 25.666 17.112
O2 -7.636 24.467 17.469
H1 -6.881 26.680 16.244
H2 -8.319 26.631 15.235
H3 -7.058 25.300 15.152
C2 -9.111 25.730 25.699
N2 -8.502 26.070 24.413
O3 -7.602 25.288 24.087
O4 -8.791 27.134 23.857
H4 -8.660 26.488 26.340
H5 -8.838 24.691 25.882
H6 -10.186 25.868 25.579
C3 -8.973 27.437 20.181
N3 -7.904 28.157 20.912
O5 -6.807 27.675 20.945
O6 -8.161 29.270 21.361
H7 -8.828 26.362 20.287
H8 -8.874 27.728 19.136
H9 -9.938 27.799 20.538
C4 -1.049 16.154 22.235
N4 -0.460 17.227 21.411
O7 -1.210 18.005 20.806
O8 0.820 17.237 21.346
H10 -1.982 15.803 21.794
H11 -1.270 16.679 23.165
H12 -0.314 15.390 22.488
C5 -7.487 19.903 19.761
N5 -8.452 18.750 19.724
O9 -7.962 17.635 19.925
O10 -9.631 19.009 19.631
H13 -7.592 20.359 18.776
H14 -6.446 19.673 19.985
H15 -7.814 20.570 20.559
C6 -1.330 25.996 22.183
N6 -0.536 26.599 23.282
O11 0.001 27.698 23.060
O12 -0.248 25.860 24.224
H16 -2.387 26.129 22.417
H17 -1.055 24.961 21.977
H18 -1.110 26.764 21.442
C7 -1.398 25.862 15.807
N7 -2.848 25.983 16.210
O13 -3.306 25.236 17.018
O14 -3.536 26.773 15.526
H19 -0.685 25.581 16.581
H20 -1.076 26.810 15.376
H21 -1.396 25.013 15.123
C8 -2.614 18.360 17.911
N8 -3.910 18.499 18.658
O15 -4.691 19.361 18.296
O16 -4.077 17.629 19.453
H22 -2.395 17.295 17.837
H23 -1.927 18.793 18.639
H24 -2.557 18.892 16.962
C9 -3.001 22.857 25.195
N9 -2.144 22.036 26.108
O17 -1.144 22.577 26.493
O18 -2.546 20.997 26.572
H25 -3.382 22.277 24.355
H26 -2.309 23.621 24.841
H27 -3.833 23.338 25.709
C10 -1.024 23.747 18.509
N10 -1.565 22.849 17.476
O19 -1.197 22.939 16.372
O20 -2.252 21.944 17.891
H28 -1.340 23.301 19.452
H29 -1.535 24.710 18.541
H30 0.053 23.911 18.522
C11 -7.979 20.415 25.096
N11 -6.705 21.089 24.702
O21 -6.286 20.874 23.541
O22 -6.075 21.683 25.543
H31 -8.200 20.710 26.122
H32 -7.846 19.337 25.010
H33 -8.699 20.771 24.359
C12 -4.103 17.719 22.925
N12 -5.523 17.790 23.407
O23 -5.718 18.062 24.595
O24 -6.425 17.647 22.609
H34 -3.985 16.641 23.035
H35 -3.458 18.343 23.544
H36 -4.028 18.002 21.875
C13 0.605 22.200 23.452
N13 -0.296 21.575 22.489
O25 -0.770 20.449 22.711
O26 -0.546 22.255 21.523
H37 1.594 22.173 22.995
H38 0.590 21.613 24.371
H39 0.296 23.203 23.747
O27 -2.633 22.883 13.196
C14 -3.672 22.489 13.662
O28 -4.799 23.298 13.952
C15 -5.761 22.554 14.730
C16 -5.140 21.183 15.067
C17 -3.943 21.010 14.157
H40 -6.636 22.292 14.136
H41 -6.056 23.133 15.605
H42 -5.886 20.398 14.938
H43 -4.816 21.139 16.107
H44 -4.041 20.459 13.221
H45 -2.993 20.686 14.582
O29 -3.678 23.777 22.486
C18 -4.347 23.693 21.481
O30 -5.040 24.743 21.081
C19 -5.690 24.476 19.832
C20 -5.355 22.998 19.464
C21 -4.568 22.482 20.587
H46 -5.377 25.226 19.105
H47 -6.732 24.698 20.062
H48 -4.744 22.940 18.563
H49 -6.213 22.428 19.107
H50 -3.649 21.953 20.334
H51 -5.115 21.799 21.237
O31 -2.597 29.332 24.682
C22 -3.554 28.552 24.766
O32 -4.066 27.940 23.620
C23 -4.757 26.771 23.952
C24 -4.992 26.800 25.449
C25 -4.306 28.075 26.031
H52 -4.244 25.894 23.556
H53 -5.671 26.856 23.364
H54 -4.615 25.869 25.871
H55 -6.052 26.826 25.704
H56 -3.656 27.681 26.812
H57 -4.873 28.905 26.451
C26 -11.341 22.409 17.758
C27 -11.997 21.893 16.508
O33 -12.769 20.753 16.851
S1 -13.448 20.954 18.274
O34 -13.478 19.720 19.054
O35 -14.622 21.817 18.178
O36 -12.085 21.805 18.791
H58 -11.374 23.497 17.826
H59 -10.316 22.038 17.759
H60 -11.247 21.666 15.750
H61 -12.597 22.701 16.090
C28 -11.201 23.200 24.197
C29 -12.339 23.072 23.207
O37 -11.793 22.777 21.989
S2 -10.195 23.167 21.832
O38 -10.128 24.373 20.983
O39 -9.318 22.007 21.593
O40 -10.133 23.635 23.431
H62 -11.095 22.174 24.552
H63 -11.453 23.857 25.029
H64 -12.957 23.960 23.077
H65 -13.042 22.284 23.482

Computed properties:
HOMO energy = -0.3572 hartree
M = 1300.024 g/mol
HOMO-LUMO gap = 9.22 eV



A 2-piece molecular cluster, C5H9FO overall in a non-equilibrium geometry. Source: OMol25; level of theory: ωB97M-V/def2-TZVPD.

Positions of all 16 atoms, in Å:
C1 -1.453 0.223 -0.300
C2 -0.412 0.802 0.550
C3 -2.847 0.869 -0.365
C4 2.334 -1.234 0.566
C5 2.154 -0.204 -0.459
O1 -1.037 -0.405 0.866
F1 2.867 0.893 -0.384
H1 -1.243 -0.444 -1.231
H2 -0.257 1.688 1.018
H3 -3.041 1.661 0.307
H4 -3.454 -0.004 -0.206
H5 -3.015 1.286 -1.335
H6 3.088 -0.932 1.337
H7 2.789 -2.055 0.181
H8 1.402 -1.553 0.979
H9 2.123 -0.593 -1.526

Computed properties:
HOMO energy (spin up / spin down) = -0.2950 / -0.2867 hartree
M = 104.124 g/mol
HOMO-LUMO gap (spin up / spin down) = 9.15 / 8.66 eV



C38H38N6O3Pt as an isolated structure in a non-equilibrium geometry. Source: OMol25; level of theory: ωB97M-V/def2-TZVPD.

Positions of all 86 atoms, in Å:
Pt1 0.865 0.743 0.074
O1 -1.147 0.716 -0.965
C1 -1.835 1.923 -0.878
C2 -1.380 2.687 0.414
C3 -1.438 1.766 1.586
C4 -2.552 1.690 2.404
C5 -2.584 0.740 3.410
C6 -1.496 -0.093 3.588
C7 -0.383 0.044 2.770
C8 0.832 -0.799 2.972
C9 1.022 -1.848 1.823
O2 1.492 -1.265 0.666
C10 -0.320 -2.578 1.660
C11 -1.103 -2.387 0.531
C12 -2.331 -3.027 0.411
C13 -2.792 -3.856 1.422
C14 -2.013 -4.051 2.556
C15 -0.784 -3.420 2.669
C16 2.109 -2.866 2.212
C17 2.230 -4.018 1.435
C18 3.260 -4.917 1.654
C19 4.192 -4.682 2.658
C20 4.083 -3.537 3.428
C21 3.051 -2.632 3.204
N1 -0.375 0.960 1.786
C22 -3.346 1.656 -0.762
C23 -3.789 0.426 -0.291
C24 -5.144 0.167 -0.149
C25 -6.079 1.137 -0.481
C26 -5.645 2.365 -0.962
C27 -4.289 2.623 -1.103
C28 -1.571 2.790 -2.117
C29 -1.004 4.056 -2.090
C30 -0.766 4.754 -3.270
C31 -1.094 4.197 -4.494
C32 -1.667 2.931 -4.532
C33 -1.903 2.242 -3.356
H1 -0.337 2.979 0.255
H2 -2.000 3.571 0.569
H3 -3.388 2.355 2.239
H4 -3.456 0.648 4.045
H5 -1.495 -0.838 4.370
H6 1.713 -0.159 2.977
H7 0.746 -1.320 3.925
H8 -0.743 -1.723 -0.246
H9 -2.934 -2.876 -0.477
H10 -3.749 -4.355 1.327
H11 -2.361 -4.703 3.348
H12 -0.173 -3.594 3.548
H13 1.511 -4.199 0.646
H14 3.342 -5.802 1.035
H15 4.995 -5.387 2.836
H16 4.810 -3.335 4.206
H17 2.996 -1.736 3.812
H18 -3.057 -0.331 -0.043
H19 -5.468 -0.798 0.224
H20 -7.137 0.937 -0.372
H21 -6.369 3.123 -1.235
H22 -3.962 3.584 -1.482
H23 -0.736 4.524 -1.151
H24 -0.322 5.741 -3.224
H25 -0.916 4.746 -5.409
H26 -1.935 2.482 -5.481
H27 -2.366 1.262 -3.381
C34 5.504 0.769 -2.848
N2 4.104 0.371 -2.850
C35 3.602 -0.463 -3.790
C36 2.298 -0.791 -3.802
C37 1.454 -0.246 -2.782
N3 1.970 0.544 -1.821
C38 3.290 0.888 -1.830
O3 3.812 1.631 -1.012
N4 0.165 -0.508 -2.774
H28 5.941 0.544 -3.817
H29 6.053 0.246 -2.064
H30 5.573 1.834 -2.646
H31 4.305 -0.844 -4.518
H32 1.892 -1.443 -4.559
H33 -0.205 -1.128 -3.471
H34 -0.456 -0.095 -2.023
N5 3.423 0.940 2.056
N6 2.589 1.960 1.481
H35 4.398 1.211 1.989
H36 3.299 0.109 1.482
H37 3.038 2.366 0.667
H38 2.439 2.674 2.181

Computed properties:
HOMO energy (spin up / spin down) = -0.2532 / -0.2535 hartree
M = 821.839 g/mol
HOMO-LUMO gap (spin up / spin down) = 6.99 / 7.23 eV



C61H45FGeNO4P3Pd as an isolated structure. Source: OMol25; level of theory: ωB97M-V/def2-TZVPD.

Positions of all 117 atoms, in Å:
Pd1 -0.338 -0.416 -0.473
F1 0.939 0.880 0.852
Ge1 2.179 1.787 1.718
C1 1.429 3.471 0.959
C2 1.927 4.679 1.447
C3 1.472 5.895 0.965
C4 0.511 5.911 -0.032
C5 0.015 4.718 -0.529
C6 0.451 3.474 -0.051
P1 -0.424 2.083 -0.931
C7 -2.153 2.633 -0.824
C8 -2.627 2.959 0.449
C9 -3.936 3.375 0.618
C10 -4.784 3.450 -0.479
C11 -4.322 3.108 -1.742
C12 -3.009 2.696 -1.920
C13 0.060 2.244 -2.662
C14 -0.544 1.359 -3.561
C15 -0.326 1.499 -4.919
C16 0.518 2.500 -5.383
C17 1.160 3.344 -4.489
C18 0.944 3.215 -3.128
C19 1.507 0.973 3.420
C20 2.012 1.475 4.618
C21 1.536 1.038 5.843
C22 0.525 0.093 5.879
C23 0.022 -0.421 4.695
C24 0.501 -0.012 3.444
P2 -0.372 -0.918 2.072
C25 -0.106 -2.684 2.353
C26 0.585 -3.204 3.446
C27 0.666 -4.577 3.610
C28 0.097 -5.434 2.680
C29 -0.551 -4.920 1.565
C30 -0.646 -3.550 1.397
C31 -2.108 -0.590 2.497
C32 -2.457 0.718 2.846
C33 -3.768 1.027 3.161
C34 -4.746 0.042 3.109
C35 -4.405 -1.255 2.752
C36 -3.092 -1.575 2.443
C37 3.754 1.028 0.788
C38 4.995 1.498 1.226
C39 6.176 1.014 0.693
C40 6.125 0.027 -0.279
C41 4.902 -0.443 -0.720
C42 3.692 0.055 -0.220
P3 2.217 -0.777 -0.985
C43 2.597 -2.485 -0.477
C44 3.027 -2.666 0.840
C45 3.428 -3.915 1.277
C46 3.357 -5.007 0.423
C47 2.893 -4.840 -0.872
C48 2.522 -3.584 -1.328
C49 2.547 -0.675 -2.774
C50 3.441 0.259 -3.302
C51 3.722 0.262 -4.659
C52 3.112 -0.653 -5.504
C53 2.185 -1.549 -4.995
C54 1.883 -1.547 -3.643
H1 2.683 4.666 2.223
H2 1.863 6.820 1.367
H3 0.141 6.848 -0.425
H4 -0.731 4.751 -1.312
H5 -1.957 2.904 1.300
H6 -4.292 3.643 1.605
H7 -5.802 3.794 -0.351
H8 -4.986 3.165 -2.594
H9 -2.652 2.453 -2.912
H10 -1.196 0.573 -3.189
H11 -0.814 0.832 -5.617
H12 0.682 2.615 -6.446
H13 1.828 4.114 -4.854
H14 1.441 3.884 -2.439
H15 2.791 2.229 4.591
H16 1.941 1.445 6.759
H17 0.123 -0.246 6.823
H18 -0.769 -1.159 4.742
H19 1.044 -2.549 4.173
H20 1.182 -4.979 4.473
H21 0.168 -6.504 2.818
H22 -0.980 -5.583 0.825
H23 -1.137 -3.150 0.519
H24 -1.689 1.482 2.899
H25 -4.028 2.034 3.462
H26 -5.770 0.282 3.364
H27 -5.165 -2.025 2.716
H28 -2.834 -2.597 2.200
H29 5.035 2.254 2.002
H30 7.127 1.394 1.042
H31 7.037 -0.381 -0.694
H32 4.877 -1.220 -1.474
H33 3.089 -1.816 1.513
H34 3.804 -4.037 2.284
H35 3.669 -5.985 0.766
H36 2.835 -5.687 -1.542
H37 2.204 -3.470 -2.352
H38 3.945 0.966 -2.657
H39 4.432 0.976 -5.054
H40 3.349 -0.656 -6.561
H41 1.694 -2.256 -5.650
H42 1.134 -2.226 -3.263
O1 -7.933 -3.393 -0.801
C55 -8.133 -2.255 -0.905
O2 -8.333 -1.113 -1.006
C56 -5.232 -1.586 -1.457
C57 -5.099 -0.488 -0.650
C58 -3.797 -0.117 -0.333
N1 -2.737 -0.797 -0.770
C59 -2.920 -1.865 -1.547
C60 -4.179 -2.306 -1.945
C61 -1.690 -2.640 -2.004
O3 -1.830 -3.704 -2.562
O4 -0.556 -2.072 -1.738
H43 -5.942 0.070 -0.264
H44 -3.605 0.749 0.290
H45 -4.247 -3.172 -2.590

Computed properties:
HOMO energy (spin up / spin down) = -0.4549 / -0.4863 hartree
Net charge = +2
Spin multiplicity = 5
M = 1146.984 g/mol
HOMO-LUMO gap (spin up / spin down) = 7.41 / 5.66 eV



A 2-piece molecular cluster, C3H13N2OS2 overall in a non-equilibrium geometry. Source: OMol25; level of theory: ωB97M-V/def2-TZVPD.

Positions of all 21 atoms, in Å:
S1 1.451 2.333 1.504
S2 1.752 0.672 0.515
C1 0.401 0.650 -0.761
C2 -0.159 -0.704 -1.134
C3 -1.176 -0.639 -2.265
N1 -2.318 -1.464 -2.216
N2 -0.568 -1.562 0.006
H1 1.944 3.368 0.733
H2 0.822 1.253 -1.572
H3 -0.441 1.251 -0.344
H4 0.756 -1.191 -1.537
H5 -0.566 -0.612 -3.206
H6 -1.484 0.417 -2.414
H7 -2.208 -2.469 -2.201
H8 -3.005 -1.283 -2.933
H9 -1.549 -1.538 0.325
H10 0.114 -1.365 0.758
H11 -0.252 -2.539 -0.014
H12 -1.717 -2.059 2.929
H13 -2.959 -2.216 2.108
O1 -2.042 -1.953 2.028

Computed properties:
HOMO energy = -0.4603 hartree
Net charge = +1
M = 157.284 g/mol
HOMO-LUMO gap = 9.31 eV



A 2-piece molecular cluster, C6H12N2 overall in a non-equilibrium geometry. Source: OMol25; level of theory: ωB97M-V/def2-TZVPD.

Positions of all 20 atoms, in Å:
C1 0.527 1.973 -1.838
C2 0.912 1.186 -0.853
C3 0.992 0.255 0.026
C4 0.975 -1.224 -0.373
C5 1.462 0.553 1.378
H1 1.209 2.696 -2.404
H2 -0.522 1.942 -2.104
H3 1.880 -1.759 -0.672
H4 0.566 -1.777 0.546
H5 0.173 -1.311 -1.231
H6 1.490 -0.237 2.207
H7 2.563 0.735 1.334
H8 1.158 1.523 1.780
H9 -0.886 -0.665 2.330
N1 -1.445 -1.171 1.632
N2 -1.529 -0.286 0.786
C6 -2.238 -0.601 -0.399
H10 -3.121 -0.057 -0.106
H11 -1.759 -0.107 -1.295
H12 -2.407 -1.670 -0.744

Computed properties:
HOMO energy = -0.3161 hartree
M = 112.176 g/mol
HOMO-LUMO gap = 9.55 eV
SMILES = C=C=C(C)C.[H]/N=N/C



One molecule with the formula C5H6O2. Source: OMol25; level of theory: ωB97M-V/def2-TZVPD.

Positions of all 13 atoms, in Å:
C1 -1.718 -0.225 -0.329
C2 -0.493 0.048 0.550
C3 0.457 1.057 -0.013
C4 1.644 0.501 -0.229
C5 1.581 -0.923 0.179
O1 2.442 -1.757 0.105
O2 0.316 -1.150 0.667
H1 -2.022 -1.254 -0.138
H2 -2.572 0.426 -0.101
H3 -1.482 -0.109 -1.390
H4 -0.833 0.380 1.543
H5 0.138 2.074 -0.196
H6 2.541 0.931 -0.647

Computed properties:
HOMO energy = -0.3838 hartree
M = 98.101 g/mol
HOMO-LUMO gap = 11.04 eV
SMILES = C[C@@H]1C=CC(=O)O1



A 2-piece molecular cluster, C11H17N2 overall in a non-equilibrium geometry. Source: OMol25; level of theory: ωB97M-V/def2-TZVPD.

Positions of all 30 atoms, in Å:
C1 2.711 1.807 -0.577
C2 2.862 3.070 0.285
N1 1.405 1.060 -0.408
H1 2.638 2.147 -1.633
H2 3.519 1.067 -0.512
H3 3.815 3.357 0.727
H4 2.002 2.940 0.962
H5 0.997 1.129 0.528
H6 0.654 1.242 -1.071
H7 1.702 0.057 -0.718
H8 2.647 4.006 -0.204
C3 -2.212 -1.055 -2.349
C4 -1.369 -0.856 0.052
C5 -1.104 -0.975 -1.396
C6 -0.238 -1.126 0.769
C7 0.226 -1.293 -1.438
C8 -2.692 -0.857 2.028
C9 -1.526 -1.295 2.735
C10 -2.606 -0.518 0.704
C11 -0.310 -1.319 2.169
N2 0.771 -1.583 -0.124
H9 -3.560 -0.740 2.668
H10 -1.680 -1.662 3.775
H11 -3.514 -0.117 0.272
H12 0.556 -1.384 2.824
H13 -2.576 -0.103 -2.776
H14 -3.075 -1.189 -1.701
H15 0.917 -1.483 -2.258
H16 1.150 -2.518 -0.198
H17 -2.110 -1.809 -3.134

Computed properties:
HOMO energy = -0.4349 hartree
Net charge = +1
M = 177.271 g/mol
HOMO-LUMO gap = 8.95 eV